1.
The following is a quantum chemistry calculation of C22H35NO2P2S2Tc as an isolated structure in a non-equilibrium geometry, from the Open Molecules 2025 dataset.

Results
2S+1   4
Net charge   +2
Gap between HOMO and LUMO (alpha / beta)   6.3 / 6.5 eV

Each line ends with the Mulliken charge.
Element x y z (Å)
P (0.308, -1.739, -0.384)  1.339
P (0.104, 1.892, 0.581)  1.080
C (0.218, -0.167, -1.420)  0.177
C (0.738, 1.216, -1.006)  -1.064
H (-0.782, -0.112, -1.866)  0.348
H (0.872, -0.484, -2.222)  -0.462
H (1.843, 1.293, -1.024)  0.485
H (0.327, 2.001, -1.646)  0.262
C (-1.450, 2.722, 0.169)  -1.378
H (-1.696, 3.384, 1.005)  0.443
H (-2.256, 1.990, 0.043)  0.377
H (-1.287, 3.295, -0.745)  0.479
C (1.337, 3.134, 0.943)  -1.431
H (1.237, 3.899, 0.165)  0.449
H (2.330, 2.677, 0.899)  0.460
H (1.173, 3.545, 1.942)  0.457
C (-1.020, -2.851, -0.820)  -1.299
H (-0.974, -3.694, -0.119)  0.423
H (-0.889, -3.228, -1.834)  0.476
H (-1.986, -2.341, -0.712)  0.404
C (1.877, -2.493, -0.804)  -1.092
H (2.680, -1.825, -0.466)  0.426
H (1.970, -2.663, -1.882)  0.263
H (1.946, -3.450, -0.272)  0.482
Tc (-0.258, -0.266, 1.187)  -0.744
C (0.489, 1.332, -3.875)  -0.027
C (-0.843, 1.361, -3.621)  -0.446
C (-1.866, 0.657, -4.457)  -0.866
C (-1.477, -0.782, -4.913)  -1.038
C (-0.675, -1.577, -3.931)  -0.132
C (0.672, -1.679, -3.957)  -0.487
C (1.593, -0.824, -4.782)  -0.939
C (1.140, 0.656, -5.029)  -1.099
C (0.439, -2.182, 1.993)  -1.488
H (1.180, 1.976, -3.319)  0.686
H (-1.267, 2.059, -2.885)  0.444
H (-2.092, 1.240, -5.369)  0.353
H (-2.804, 0.609, -3.876)  0.360
H (-2.412, -1.337, -5.085)  0.458
H (-0.974, -0.731, -5.891)  0.312
H (-1.261, -2.263, -3.314)  0.196
H (1.155, -2.568, -3.520)  1.083
H (1.735, -1.288, -5.773)  0.361
H (2.591, -0.822, -4.308)  0.331
H (2.055, 1.227, -5.257)  0.436
H (0.529, 0.710, -5.943)  0.346
H (1.366, -1.923, 2.532)  0.451
H (0.654, -3.103, 1.418)  0.666
H (-0.353, -2.448, 2.710)  0.495
O (1.834, 2.176, 3.965)  -0.605
S (1.327, 0.842, 4.168)  0.956
O (2.200, -0.296, 4.026)  -0.594
N (-0.006, 0.579, 3.144)  0.047
C (-1.188, 0.418, 3.756)  0.551
S (-2.325, -0.152, 2.631)  -0.255
C (-1.086, 0.501, 5.182)  0.418
C (-2.035, 0.105, 6.141)  -0.701
C (-1.626, -0.056, 7.468)  -0.588
C (-0.287, 0.192, 7.834)  -0.502
C (0.659, 0.584, 6.871)  -0.729
C (0.252, 0.718, 5.555)  0.432
H (-3.052, -0.084, 5.791)  0.455
H (-2.340, -0.400, 8.224)  0.408
H (0.035, 0.062, 8.872)  0.409
H (1.703, 0.777, 7.112)  0.481

=====

2.
The following is a quantum chemistry calculation of C15H21F7GaO8S2 as an isolated structure, from the Open Molecules 2025 dataset.

Results
Net charge   -1
Gap between HOMO and LUMO   7.9 eV

Each line ends with the Mulliken charge.
Element x y z (Å)
O (1.740, -0.238, -0.109)  -0.650
S (2.124, 0.671, 0.962)  0.906
O (2.511, 0.108, 2.248)  -0.649
Ga (3.721, 2.379, 0.267)  0.422
S (5.318, 2.552, 1.876)  -0.421
C (0.387, 1.307, 1.423)  0.330
F (-0.354, 0.231, 1.716)  -0.281
F (0.455, 2.062, 2.542)  -0.326
C (-0.350, 2.114, 0.320)  0.663
F (0.530, 2.641, -0.535)  -0.271
F (-1.143, 1.282, -0.379)  -0.195
C (-1.251, 3.268, 0.817)  0.514
F (-0.535, 4.249, 1.383)  -0.232
F (-2.144, 2.803, 1.714)  -0.255
F (-1.934, 3.784, -0.225)  -0.254
H (2.884, 3.708, 0.103)  -0.241
H (4.288, 1.798, -1.059)  -0.182
H (5.012, 3.809, 2.214)  0.068
O (3.769, -0.396, -2.518)  -0.425
C (3.086, -0.578, -3.474)  0.411
O (3.387, -1.500, -4.443)  -0.399
C (2.416, -1.445, -5.494)  -0.494
C (1.168, -0.822, -4.871)  -0.354
C (1.779, 0.107, -3.830)  0.060
H (2.817, -0.830, -6.305)  0.234
H (2.267, -2.459, -5.861)  0.338
H (0.535, -0.326, -5.605)  0.377
H (0.575, -1.592, -4.375)  0.153
H (2.021, 1.093, -4.233)  0.285
H (1.189, 0.236, -2.926)  -0.147
O (-1.993, -2.070, -3.581)  -0.522
C (-2.959, -1.749, -2.954)  0.417
O (-4.110, -2.477, -2.998)  -0.390
C (-5.148, -1.822, -2.255)  -0.438
C (-4.425, -0.907, -1.273)  -0.597
C (-3.163, -0.547, -2.051)  0.261
H (-5.768, -1.260, -2.959)  0.237
H (-5.756, -2.592, -1.785)  0.326
H (-5.028, -0.052, -0.973)  0.368
H (-4.156, -1.464, -0.375)  0.286
H (-3.302, 0.326, -2.692)  0.239
H (-2.290, -0.389, -1.423)  -0.159
O (-0.384, -2.165, 7.738)  -0.604
C (-0.213, -1.693, 6.648)  0.461
O (-0.810, -0.541, 6.269)  -0.388
C (-0.513, -0.253, 4.884)  -0.218
C (0.766, -1.020, 4.576)  -0.283
C (0.625, -2.224, 5.502)  -0.472
H (-1.357, -0.598, 4.282)  0.202
H (-0.421, 0.824, 4.778)  0.239
H (0.874, -1.256, 3.523)  0.241
H (1.634, -0.425, 4.858)  0.236
H (0.067, -3.042, 5.039)  0.262
H (1.563, -2.622, 5.881)  0.309

=====

3.
The following is a quantum chemistry calculation of a 5-piece molecular cluster, CH10O3S overall in a non-equilibrium geometry, from the Open Molecules 2025 dataset.

Results
Gap between HOMO and LUMO   5.4 eV

Each line ends with the Mulliken charge.
Element x y z (Å)
C (-2.283, 0.915, -0.850)  -0.781
S (-1.576, -0.775, -0.977)  -0.075
H (-3.306, 0.955, -1.315)  0.328
H (-2.562, 1.169, 0.158)  0.318
H (-1.578, 1.523, -1.379)  0.290
H (0.335, 1.011, 0.444)  -0.196
H (2.469, 1.537, 0.421)  0.295
H (2.541, 0.181, 0.076)  0.401
O (3.122, 0.825, 0.541)  -0.615
H (0.349, -0.406, 2.470)  0.338
H (0.115, 0.959, 1.911)  0.377
O (0.296, 0.512, 2.767)  -0.535
H (0.580, -0.480, -0.686)  0.182
H (0.954, -1.817, -1.099)  0.309
O (1.408, -1.008, -0.823)  -0.636

=====

4.
The following is a quantum chemistry calculation of C19H23O3S as an isolated structure in a non-equilibrium geometry, from the Open Molecules 2025 dataset.

Results
Net charge   +1
Gap between HOMO and LUMO   5.5 eV

Each line ends with the Mulliken charge.
Element x y z (Å)
C (4.045, -1.260, 1.902)  -0.817
O (3.415, 0.045, 1.986)  -0.411
C (2.055, 0.081, 1.945)  0.833
C (1.439, 1.350, 2.054)  -0.665
C (0.090, 1.435, 2.334)  -0.089
C (-0.659, 0.273, 2.484)  0.045
C (-2.080, 0.336, 3.018)  1.116
O (-2.942, -0.404, 2.252)  -0.401
C (-4.312, -0.501, 2.723)  -0.832
C (-0.112, -0.982, 2.239)  -1.394
C (1.240, -1.074, 1.924)  -0.291
H (5.114, -1.045, 1.907)  0.249
H (3.775, -1.887, 2.770)  0.337
H (3.766, -1.785, 0.972)  0.340
H (2.041, 2.250, 1.959)  0.441
H (-0.425, 2.383, 2.437)  0.309
H (-2.495, 1.481, 2.935)  0.073
H (-4.739, -1.382, 2.235)  0.346
H (-4.359, -0.606, 3.816)  0.372
H (-4.881, 0.374, 2.391)  0.287
H (-0.730, -1.876, 2.289)  0.430
H (1.685, -2.045, 1.714)  0.383
C (-4.132, 2.663, 6.365)  -1.000
S (-4.184, 1.992, 4.659)  0.395
C (-4.635, 3.483, 3.696)  -1.054
C (-2.327, 1.877, 4.090)  0.021
C (-1.742, 0.928, 5.046)  -0.452
C (-0.490, 0.972, 5.724)  0.209
C (0.184, 2.217, 5.859)  -0.432
C (1.571, 2.249, 5.967)  -0.690
C (2.294, 1.055, 5.973)  -0.471
C (1.638, -0.182, 5.976)  -0.384
C (0.252, -0.233, 5.952)  -0.582
O (-1.977, -0.247, 4.364)  -0.467
H (-5.180, 2.734, 6.701)  0.438
H (-3.600, 1.952, 7.016)  0.348
H (-3.657, 3.651, 6.376)  0.384
H (-5.733, 3.509, 3.603)  0.402
H (-4.280, 4.368, 4.229)  0.392
H (-4.205, 3.429, 2.690)  0.375
H (-1.850, 2.858, 4.056)  0.972
H (-0.407, 3.137, 5.791)  0.341
H (2.081, 3.214, 5.992)  0.385
H (3.383, 1.092, 5.934)  0.403
H (2.222, -1.111, 5.965)  0.419
H (-0.267, -1.196, 6.016)  0.387

=====

5.
The following is a quantum chemistry calculation of C29H40ClN10ORuS2 as an isolated structure, from the Open Molecules 2025 dataset.

Results
2S+1   6
Net charge   +2
Gap between HOMO and LUMO (alpha / beta)   5.5 / 3.8 eV

Each line ends with the Mulliken charge.
Element x y z (Å)
Ru (0.351, 0.312, -1.152)  0.336
C (-1.272, -1.556, 3.556)  -0.792
S (-1.535, -2.597, 2.104)  -0.034
C (-1.084, -1.511, 0.812)  0.481
S (0.385, -0.502, 0.942)  -0.271
N (-1.744, -1.565, -0.286)  -1.319
N (-1.207, -0.838, -1.295)  0.942
C (-1.780, -0.889, -2.534)  -1.008
C (-1.162, -0.158, -3.558)  1.058
C (-1.628, -0.134, -4.889)  -1.053
C (-0.973, 0.626, -5.821)  -0.192
C (0.151, 1.382, -5.442)  -1.069
C (0.571, 1.325, -4.136)  -0.171
N (-0.041, 0.575, -3.206)  0.218
H (-1.561, -2.171, 4.407)  0.370
H (-1.912, -0.678, 3.524)  0.294
H (-0.230, -1.265, 3.667)  0.262
H (-2.673, -1.480, -2.680)  0.392
H (-2.502, -0.714, -5.152)  0.463
H (-1.324, 0.654, -6.844)  0.436
H (0.671, 2.010, -6.150)  0.429
H (1.407, 1.919, -3.786)  0.597
C (8.553, -1.372, -2.711)  -1.880
C (7.909, -1.455, -1.323)  1.150
C (8.473, -2.687, -0.595)  -1.700
C (8.309, -0.216, -0.500)  -1.570
C (6.351, -1.546, -1.457)  2.090
O (5.745, -1.732, -0.180)  -0.441
C (5.918, -2.732, -2.342)  -1.674
C (4.447, -3.131, -2.151)  -1.347
C (4.093, -3.588, -0.779)  0.662
C (2.971, -3.037, -0.097)  0.658
C (2.554, -3.545, 1.093)  -0.951
C (3.263, -4.638, 1.654)  0.418
Cl (2.761, -5.277, 3.120)  -0.073
C (4.384, -5.212, 0.996)  -0.904
C (4.782, -4.696, -0.195)  -0.211
C (5.807, -0.207, -2.044)  -1.844
N (4.552, 0.249, -1.465)  0.921
C (3.331, 0.222, -1.992)  -0.254
N (2.463, 0.694, -1.106)  0.274
C (3.245, 1.027, -0.034)  -0.808
N (4.511, 0.781, -0.225)  -0.841
H (9.623, -1.196, -2.602)  0.514
H (8.153, -0.544, -3.302)  0.359
H (8.430, -2.295, -3.279)  0.370
H (9.559, -2.610, -0.580)  0.519
H (8.230, -3.632, -1.079)  0.343
H (8.168, -2.746, 0.455)  0.463
H (9.322, -0.346, -0.122)  0.497
H (7.652, -0.054, 0.357)  0.272
H (8.318, 0.697, -1.096)  0.451
H (6.421, -1.985, 0.460)  0.510
H (6.546, -3.594, -2.124)  0.481
H (6.079, -2.499, -3.395)  0.657
H (4.253, -3.979, -2.821)  0.545
H (3.768, -2.337, -2.459)  0.294
H (2.433, -2.205, -0.534)  0.191
H (1.694, -3.137, 1.608)  0.379
H (4.884, -6.057, 1.448)  0.477
H (5.617, -5.138, -0.722)  0.481
H (5.645, -0.310, -3.116)  0.259
H (6.518, 0.596, -1.888)  0.321
H (3.098, -0.132, -2.984)  0.703
H (2.856, 1.458, 0.873)  0.600
C (-2.106, 4.681, 2.483)  -1.386
C (-2.486, 5.623, 1.346)  0.789
C (-1.397, 6.660, 1.086)  -1.506
C (-2.868, 4.852, 0.081)  -1.129
N (-1.752, 4.076, -0.476)  0.488
C (-0.740, 4.464, -1.268)  -0.160
N (0.047, 3.440, -1.487)  -0.585
N (-0.512, 2.434, -0.789)  0.970
N (-1.587, 2.794, -0.189)  -1.024
H (-1.878, 5.251, 3.383)  0.423
H (-1.218, 4.094, 2.233)  0.264
H (-2.914, 3.987, 2.718)  0.370
H (-3.402, 6.153, 1.623)  0.313
H (-0.432, 6.185, 0.889)  0.339
H (-1.265, 7.292, 1.963)  0.418
H (-1.646, 7.310, 0.245)  0.358
H (-3.210, 5.526, -0.703)  0.471
H (-3.654, 4.128, 0.287)  0.374
H (-0.622, 5.459, -1.660)  0.482